[1]
ORCA calculation (ωB97M-V/def2-TZVPD) on a structure of composition C24H33N2OPb.

Element x y z (Å)
1 H -1.501923 -2.773941 3.141551
2 H -2.523520 3.656328 0.391291
3 H -1.932794 -1.054783 2.808409
4 C 2.063923 0.806531 5.682250
5 C 2.469069 -0.872010 -0.522976
6 H -2.149042 1.182388 -4.961929
7 H -2.952786 -1.063937 -1.994220
8 H -1.993930 -1.698942 4.479689
9 H -2.212709 -0.546684 -4.484120
10 C -0.373632 0.543862 -4.087013
11 C 0.012948 -1.359997 3.788267
12 H -0.506239 2.613112 -3.410723
13 C 2.242513 0.515292 -0.285821
14 H 0.676824 -3.585352 -2.115489
15 C -0.373134 -2.552229 -0.397204
16 H 2.496211 -1.649067 0.243516
17 H 1.379182 -0.011750 -5.242602
18 C -0.322721 1.151742 3.763557
19 Pb 0.159168 -0.265349 -2.049095
20 N -0.659589 0.920253 -0.010270
21 H 2.975633 -1.994999 -2.426502
22 C 0.354621 -0.365752 -5.059244
23 O -0.316157 2.186913 4.456839
24 C -1.553439 2.479983 2.004863
25 C -2.065813 -1.634750 -1.698649
26 H 0.035962 2.304702 -5.101225
27 H 1.179566 2.087416 -3.753313
28 C -1.565669 -1.773538 -0.359595
29 C -1.442538 -1.740432 3.524357
30 H -2.416466 0.760543 -3.255758
31 H 0.607935 -1.466799 2.868297
32 H 0.014533 0.654073 6.304669
33 H -1.867367 3.152436 2.807775
34 H 0.433885 -2.034322 4.541221
35 C -1.422472 1.966291 -0.348650
36 C 2.308005 1.213718 -1.541351
37 H 0.382179 -1.432477 -4.763702
38 C -1.886798 0.457583 -4.178625
39 H 2.467986 0.832993 6.706195
40 C -0.134854 -2.943840 -1.753568
41 H -2.039014 -1.355297 0.525890
42 H 2.061169 0.986888 0.676853
43 H 2.137855 2.287602 -1.686979
44 H 0.284151 -0.289499 1.408474
45 C -0.807033 1.336055 2.350533
46 C 0.125330 1.977309 -4.055907
47 C -0.346259 0.577267 1.263388
48 C 2.719496 -1.055488 -1.923461
49 N 0.164511 0.001280 4.317946
50 H 2.761385 0.241043 5.042871
51 H -1.310951 -2.516613 -3.646140
52 H 2.796893 0.449014 -3.616599
53 H -1.638860 2.139358 -1.413881
54 H -0.229266 -0.293422 -5.986954
55 H 1.950022 1.833141 5.299779
56 C -1.911299 2.812309 0.689638
57 H 0.223378 -2.833011 0.473241
58 C 2.623235 0.237677 -2.562319
59 H 0.827052 -0.917842 6.046608
60 C 0.703926 0.098082 5.656692
61 C -1.182265 -2.381044 -2.570751

Cartesian forces, eV/Å:
H 0.0 0.4 0.1
H 0.1 0.0 0.5
H 0.2 -0.4 0.3
C 0.0 -0.1 -0.2
C 0.0 0.7 -0.2
H -0.2 -0.2 0.0
H 0.3 -0.5 0.2
H 0.1 0.0 -0.4
H 0.0 0.4 0.2
C -0.3 0.8 -0.7
C -0.2 0.2 -0.7
H 0.3 -0.2 -0.4
C 0.4 -0.1 -1.0
H -0.4 0.4 0.2
C -0.7 0.3 -0.2
H 0.0 0.3 -0.4
H -0.4 -0.2 0.0
C 0.2 1.4 2.1
Pb 0.8 -1.1 1.9
N 0.2 -0.2 -0.5
H -0.1 0.5 0.3
C 0.2 0.0 0.1
O -0.2 -1.0 -1.1
C -0.6 0.7 0.2
C 0.5 -0.4 0.4
H 0.0 0.2 0.2
H -0.5 -0.1 -0.2
C 0.0 -0.7 -0.9
C -0.2 -0.1 0.2
H 0.3 -0.1 -0.5
H 0.0 -0.2 0.3
H 0.0 -0.2 -0.2
H 0.1 -0.3 -0.2
H 0.0 0.1 -0.4
C -0.1 0.3 2.1
C 0.2 -0.7 0.2
H -0.1 0.5 -0.1
C -0.1 -0.1 0.1
H -0.2 0.0 -0.4
C -0.3 0.5 -0.1
H 0.2 -0.1 -0.3
H 0.1 -0.2 -0.3
H 0.3 -0.5 0.1
H -0.1 0.0 -0.3
C 0.5 -0.4 -1.8
C 0.1 0.0 0.0
C -1.0 1.1 -0.1
C -0.3 0.7 -0.2
N -0.6 -0.3 -1.1
H -0.1 0.3 0.2
H 0.0 -0.1 0.4
H 0.1 -0.1 0.4
H 0.1 -0.1 0.6
H 0.2 -0.1 0.0
H 0.2 -0.4 0.2
C 0.8 -1.5 -0.8
H -0.2 0.1 -0.4
C 0.2 0.0 0.9
H -0.2 0.3 0.0
C 0.5 0.6 1.0
C -0.2 0.1 0.7

Output
HOMO level (alpha / beta): -10.930 / -10.931 eV
Gap between HOMO and LUMO (alpha / beta): 5.4 / 5.4 eV
LUMO level (alpha / beta): -5.482 / -5.482 eV
Charge: +1
Electronic energy: -1311.5078 a.u.

***

[2]
ORCA calculation (ωB97M-V/def2-TZVPD) on the molecule C6H12N2.

Element x y z (Å)
1 H 1.899123 2.317857 0.233071
2 C -0.945522 0.247269 -0.892117
3 N 1.155747 1.821121 0.722024
4 H 0.186936 -0.425065 -2.582610
5 H 1.513434 0.263751 -0.640338
6 H -0.045729 0.501782 2.794040
7 H -0.304018 1.284248 -2.659368
8 H -0.501647 -1.822498 -0.623857
9 H 0.976751 -2.429627 1.178005
10 C 1.113372 -1.369352 1.344625
11 H -1.843297 -1.259098 0.405703
12 N -0.696675 0.183333 2.083427
13 C 0.089304 -0.424604 1.008948
14 H -1.132307 1.037009 1.740602
15 H -1.483592 -0.000227 -2.936604
16 H 2.115350 -1.022811 1.561666
17 C -0.606535 0.285940 -2.337497
18 H -1.489605 1.094238 -0.492407
19 C -0.911699 -0.970450 -0.083282
20 C 0.910609 0.687181 0.175968

Cartesian forces, eV/Å:
H -0.2 0.0 -0.1
C -0.5 0.5 -0.8
N -0.1 -0.3 -0.2
H 0.0 0.0 0.0
H -0.1 0.1 0.0
H 0.0 0.0 0.0
H 0.0 0.0 0.0
H 0.0 0.0 0.0
H 0.0 0.0 0.1
C 0.7 -0.8 0.5
H 0.0 0.0 -0.1
N 0.4 -0.2 0.1
C -0.6 1.1 -1.2
H 0.1 -0.1 -0.1
H 0.1 0.0 0.0
H 0.0 0.0 0.1
C -0.2 -0.1 -0.1
H 0.0 0.0 0.0
C 0.5 0.1 0.7
C 0.1 -0.4 1.0

Output
HOMO level (alpha / beta): -7.415 / -8.366 eV
Gap between HOMO and LUMO (alpha / beta): 7.4 / 8.5 eV
LUMO level (alpha / beta): -0.018 / 0.155 eV
Electronic energy: -345.1589 a.u.
Energy relative to the best compared isomer or geometry (same formula, charge and spin): 106.0 kcal/mol

***

[3]
ORCA calculation (ωB97M-V/def2-TZVPD) on a structure of composition C28H27N3SSiZn.

Element x y z (Å)
1 H -0.233878 -0.310076 -1.959638
2 H -4.374493 1.014371 -1.626078
3 H 1.980807 -4.092589 -2.997190
4 C 4.663479 1.744953 -0.676019
5 H 6.322819 4.574085 -1.692440
6 C 2.152031 -2.167464 -2.032172
7 H -5.630817 -0.104959 -0.098896
8 C -2.164940 0.766449 -1.519146
9 N -3.577139 -0.431576 3.764281
10 H 3.414256 0.925125 1.592715
11 N -0.793603 -1.861382 1.684363
12 C 5.554088 3.791275 -1.651705
13 N -3.384524 -0.818168 1.592501
14 C 2.432779 1.075048 1.146496
15 C -7.073418 0.642430 2.932943
16 C -1.318480 -0.362487 -1.810694
17 C -3.518562 0.354767 -1.669497
18 C -2.771044 -0.965246 2.793846
19 H -4.425178 -1.584268 -2.345975
20 H -0.881217 -1.662957 5.031195
21 C 3.368006 2.889758 -2.371808
22 H 1.991530 1.694097 3.595553
23 H -7.818468 0.639044 0.905480
24 C 3.760711 -3.059988 -3.602290
25 H 4.652561 0.056973 -2.628518
26 H 2.444517 3.029310 -2.959516
27 C 0.487738 -2.261473 1.861843
28 C 2.881575 -0.962616 -1.880925
29 H 1.691188 0.486661 1.737515
30 C -5.962233 0.434648 3.769301
31 H 6.438360 2.760173 0.025780
32 C 5.629490 2.767648 -0.701438
33 H -3.302935 -0.329525 4.733008
34 Si 2.138971 0.494604 -0.935794
35 C -4.762002 0.030109 3.188526
36 H 5.426193 -1.768758 -4.053808
37 C 2.572660 -3.185544 -2.890696
38 Zn -1.920164 -1.302763 0.065067
39 H -8.042076 0.939507 3.344449
40 S 0.984704 -2.261374 3.500264
41 H -6.050023 0.553810 4.842918
42 H 1.404598 2.203974 3.697645
43 H -1.798057 1.791048 -1.401197
44 C 4.439512 3.810288 -2.511455
45 C -1.423748 -1.549522 2.900247
46 H 4.392805 4.587686 -3.272685
47 C 3.463880 1.845924 -1.421808
48 C 4.059736 -0.856045 -2.662723
49 C -2.195861 -1.496506 -2.103071
50 H 1.161271 -2.585252 1.063021
51 H 2.161404 2.142690 1.158366
52 C -5.734084 0.034016 0.978134
53 H 4.829362 0.916076 0.030002
54 H -1.867409 -2.420689 -2.592393
55 C -0.598212 -1.781622 3.997109
56 H 1.240523 -2.292844 -1.449835
57 H 4.105428 -3.858192 -4.245494
58 C 4.500983 -1.885301 -3.494287
59 C -4.632415 -0.215766 1.815919
60 C -3.542051 -1.020855 -2.037917
61 C -6.950934 0.459261 1.548622

Cartesian forces, eV/Å:
H -0.5 0.0 0.3
H 0.0 -0.1 0.1
H 0.1 0.1 0.1
C 0.3 1.1 0.1
H -0.4 -0.4 -0.1
C 0.6 0.3 0.0
H -0.1 -0.1 0.4
C 0.1 -0.8 -0.4
N 0.9 -0.4 0.3
H 0.1 0.1 0.1
N 1.5 -0.4 1.0
C -0.7 -0.3 -0.1
N 1.4 -0.5 0.7
C -0.6 -1.8 -1.2
C 0.8 -0.1 0.4
C -0.7 0.3 0.2
C 0.7 -0.7 -0.6
C -2.1 1.1 -1.4
H 0.3 0.1 0.3
H 0.2 0.1 0.0
C 0.7 0.1 0.6
H -1.1 0.9 0.2
H 0.4 -0.1 0.2
C 0.0 0.3 0.0
H -0.2 -0.2 0.1
H 0.6 -0.2 0.3
C -2.0 0.7 0.2
C 1.0 -1.2 -0.1
H 0.3 0.5 -0.2
C -0.7 0.3 -0.2
H 0.0 -0.1 -0.2
C -0.2 -0.4 -0.3
H -0.2 -0.1 -0.2
Si -0.8 2.4 1.1
C 0.1 -0.6 0.0
H -0.1 0.0 0.1
C 0.0 0.0 0.3
Zn -0.4 0.7 -0.9
H 0.5 -0.1 0.0
S -1.1 0.0 -0.4
H 0.0 0.0 -0.1
H 1.0 -0.8 0.0
H -0.1 -0.6 0.3
C -0.2 -0.2 0.2
C 1.7 -0.5 0.2
H -0.1 -0.1 0.1
C 0.5 -0.2 -0.2
C -0.1 -0.2 0.0
C 0.1 0.1 0.1
H -0.4 0.4 0.1
H 0.0 -0.5 -0.1
C -0.4 0.2 -0.1
H -0.2 0.4 -0.4
H -0.2 0.4 0.4
C -0.8 0.5 -1.1
H -0.1 0.0 -0.1
H -0.1 -0.1 0.0
C -0.3 0.1 0.2
C 0.0 -0.2 0.2
C -0.1 0.8 0.1
C 0.9 -0.3 -0.5

Output
HOMO level: -4.686 eV
Gap between HOMO and LUMO: 3.2 eV
LUMO level: -1.488 eV
Electronic energy: -3714.2781 a.u.
Energy relative to the best compared isomer or geometry (same formula, charge and spin): 0.0 kcal/mol

***

[4]
ORCA calculation (ωB97M-V/def2-TZVPD) on a cluster of 2 separate species, C4BrClF4O in total.

Element x y z (Å)
1 Cl -1.865052 -1.058562 -1.304095
2 F 1.218930 -0.982780 1.307029
3 F 2.951579 -1.700023 0.248395
4 Br -4.352306 0.565006 -0.327691
5 C 1.931943 0.349575 -0.515701
6 F 0.964653 1.281453 -0.456149
7 C 2.065370 -0.728617 0.303727
8 C -2.469350 0.148890 -0.255715
9 F 2.668347 0.672852 -1.625032
10 C -1.851058 0.587865 0.829092
11 O -1.263056 0.864343 1.796136

Cartesian forces, eV/Å:
Cl 0.3 0.2 0.1
F 0.3 0.7 -0.6
F 0.2 0.6 -0.6
Br 0.8 0.0 0.0
C 0.3 0.0 -1.0
F 0.5 -1.2 0.8
C -0.8 1.1 -0.5
C -1.1 0.5 0.6
F -0.4 -1.3 1.9
C 0.7 -0.8 0.3
O -0.7 0.2 -0.9

Output
HOMO level: -9.112 eV
Gap between HOMO and LUMO: 8.6 eV
LUMO level: -0.533 eV
Electronic energy: -3661.2153 a.u.
Structure (SMILES): FC(F)=C(F)F.O=C=C(Cl)Br
Energy relative to the best compared isomer or geometry (same formula, charge and spin): 15.1 kcal/mol

***

[5]
ORCA calculation (ωB97M-V/def2-TZVPD) on a structure of composition C12H7F5NO5SV.

Element x y z (Å)
1 C -1.133559 4.775301 -1.194253
2 F -0.203138 6.930384 -1.355222
3 H -1.858553 3.378303 1.893711
4 H 1.828927 1.241006 2.324849
5 F -2.004039 2.595158 -0.951483
6 F 2.647554 3.216801 -0.910601
7 C -0.034493 5.615235 -1.235840
8 O -0.882149 -1.559892 0.597312
9 C 1.277534 2.175010 2.340118
10 O -1.407718 -3.029567 -1.293358
11 N -0.751300 0.954366 1.730223
12 O 0.557610 -1.557186 -1.186988
13 F -2.365240 5.281506 -1.245995
14 C 1.934428 3.368163 2.597874
15 F 2.296802 5.894138 -1.171324
16 O 0.473523 -3.581567 0.201181
17 C 1.242058 5.083098 -1.142358
18 H -0.680889 5.500056 2.344037
19 C -0.085166 2.186656 2.083908
20 O 0.491658 1.551070 -0.798612
21 H 2.998383 3.359416 2.791422
22 C -0.127728 4.570057 2.343626
23 C -0.792640 3.378116 2.093725
24 C -0.945295 3.413937 -1.065892
25 H -1.746716 1.119734 1.604327
26 V -0.013961 -0.061796 -0.103309
27 C 1.236205 4.568068 2.592878
28 H 1.754621 5.497980 2.783090
29 S -0.325916 -2.612912 -0.466685
30 H -0.672393 0.253663 2.464904
31 C 0.324707 2.854791 -0.974095
32 C 1.418602 3.718380 -1.015622

Cartesian forces, eV/Å:
C 0.0 0.0 0.0
F 0.0 0.0 0.0
H 0.0 0.0 0.0
H 0.0 0.0 0.0
F 0.0 0.1 0.0
F 0.0 0.0 0.0
C 0.0 0.0 0.0
O -0.1 0.0 0.1
C 0.0 0.0 0.0
O 0.1 -0.1 0.0
N 0.1 -0.3 -0.1
O 0.0 0.3 0.2
F 0.0 0.0 0.0
C 0.0 0.0 0.0
F 0.0 0.0 0.0
O 0.0 0.0 0.0
C 0.0 0.1 0.0
H 0.0 0.0 0.0
C 0.0 0.1 0.1
O -0.2 -0.6 0.1
H 0.0 0.0 0.0
C 0.0 0.0 0.0
C 0.0 0.0 0.0
C 0.1 -0.1 0.0
H 0.0 0.0 0.0
V 0.3 0.4 -0.4
C 0.0 0.0 0.0
H 0.0 0.0 0.0
S -0.2 0.2 0.0
H 0.0 0.0 0.0
C 0.1 0.2 0.0
C -0.1 -0.1 0.0

Output
HOMO level (alpha / beta): -9.588 / -9.700 eV
Gap between HOMO and LUMO (alpha / beta): 8.1 / 8.5 eV
LUMO level (alpha / beta): -1.523 / -1.225 eV
Electronic energy: -2734.0066 a.u.
2S+1: 3
Energy relative to the best compared isomer or geometry (same formula, charge and spin): 14.3 kcal/mol

***

[6]
ORCA calculation (ωB97M-V/def2-TZVPD) on a structure of composition C15H24Cl2MgNO2P.

Element x y z (Å)
1 H -0.294790 -1.765550 2.170489
2 H -2.782872 1.630837 0.086302
3 H 3.455945 -1.094542 2.203029
4 H 3.170878 -2.672700 1.409235
5 O 0.772761 1.605113 2.331193
6 C -3.271636 -2.589392 -1.257786
7 C 1.552606 2.474082 -1.706656
8 H -1.664020 -0.795219 0.291981
9 O 2.224225 1.299077 4.058015
10 H 2.570166 2.827248 -1.855483
11 N -2.630879 -1.321360 -1.492409
12 H 2.693541 1.286002 0.915848
13 H -0.656234 -1.837072 -2.112735
14 H -1.337229 -0.354111 -2.837346
15 H 1.433741 -1.117065 -1.977781
16 H 1.761095 -2.710216 -1.237754
17 H -3.439568 -0.585851 0.236049
18 H 0.222203 0.560008 5.341987
19 H -1.958344 -1.965924 -3.316307
20 C -0.836102 2.551536 -2.084776
21 H -3.105228 1.214212 -1.602774
22 C -2.516822 -0.449079 -0.355186
23 C -1.028958 1.512180 -1.147423
24 C 2.490126 0.773706 -0.040443
25 H 0.075698 -1.340211 2.702879
26 C 3.330334 -1.600288 1.236681
27 Mg -0.289454 0.154983 1.492698
28 C 2.060431 -1.653062 -1.254289
29 H -2.644334 -3.294225 -0.678029
30 Cl -1.596151 0.605351 3.694848
31 Cl -0.430289 2.828150 5.320551
32 C 1.346834 1.418906 -0.795280
33 C -1.588536 -1.359097 -2.477539
34 C 0.072690 0.963444 -0.512155
35 H 3.119334 -1.551169 -1.535662
36 H -3.491638 -3.052514 -2.227761
37 C -2.405114 1.048029 -0.772344
38 H 3.417000 0.671005 -0.622522
39 P 1.866574 -0.928426 0.412651
40 H 4.206806 -1.439267 0.590837
41 C 0.443898 3.013513 -2.368571
42 H 0.594297 3.796170 -3.109771
43 C 1.105289 1.417820 3.571293
44 C -0.081472 1.283284 4.574280
45 H -1.729261 2.971433 -2.558744
46 H -4.207544 -2.429748 -0.703325

Cartesian forces, eV/Å:
H 0.4 0.3 1.0
H 0.1 0.0 -0.2
H 0.1 -0.1 -0.2
H 0.2 0.2 0.0
O 0.2 -0.7 1.6
C 0.1 0.0 0.2
C -0.3 -0.8 0.3
H -0.2 0.1 -0.1
O -1.1 0.2 -0.2
H -0.2 0.1 -0.3
N -0.8 0.3 0.0
H 0.0 0.0 -0.5
H -0.2 0.1 0.0
H -0.1 -0.3 0.1
H 0.2 -0.1 0.2
H 0.2 0.2 -0.2
H 0.4 0.1 -0.1
H -0.6 0.2 -0.2
H 0.2 0.3 0.1
C -0.6 -0.6 0.3
H 0.0 -0.1 0.3
C -0.7 0.1 -0.7
C 0.9 1.1 -0.7
C -0.3 -0.4 0.5
H -0.6 -1.1 -0.3
C 0.3 -0.2 0.1
Mg 0.9 1.5 -1.4
C -0.2 -0.4 -0.1
H -0.1 0.0 0.0
Cl 0.4 0.3 0.6
Cl -0.2 -0.2 -0.1
C 0.5 1.1 -0.5
C 0.4 -0.2 -0.2
C -1.1 -0.4 1.1
H -0.3 -0.2 0.0
H -0.1 0.0 0.3
C -0.4 -0.6 0.5
H -0.2 0.1 0.1
P 0.7 0.8 -0.5
H -0.1 -0.2 0.4
C 0.3 0.1 0.1
H -0.1 -0.1 0.2
C 0.5 0.0 -1.0
C 0.3 -0.2 -0.1
H 0.4 0.1 -0.1
H 0.2 -0.1 -0.2

Output
HOMO level: -7.391 eV
Gap between HOMO and LUMO: 7.2 eV
LUMO level: -0.153 eV
Electronic energy: -2252.9963 a.u.